Here is a 13-piece molecular cluster, C45H60N8O15 overall from the OMol25 dataset. Energies are from the ωB97M-V functional and the def2-TZVPD basis.

Results
HOMO-LUMO gap = 9.6 eV
Calculated total energy = -3317.36625 Ha
HOMO level = -9.33 eV

Geometry as ORCA input:
```
! RIJCOSX wB97M-V def2-TZVPD def2/J DEFGRID3
* xyz 0 1
C -14.805 -10.256 -5.411
C -16.098 -9.475 -5.130
C -17.215 -9.718 -6.149
O -18.213 -10.307 -5.343
C -17.818 -10.313 -4.025
O -18.493 -10.748 -3.128
O -16.576 -9.894 -3.927
H -14.376 -9.909 -6.325
H -14.989 -11.326 -5.460
H -14.134 -10.039 -4.601
H -15.889 -8.382 -5.111
H -17.011 -10.349 -7.061
H -17.535 -8.704 -6.544
C -18.226 -8.029 -0.398
C -19.387 -8.874 -0.745
C -20.107 -9.334 0.471
O -21.180 -8.455 0.618
C -21.359 -7.825 -0.540
O -22.203 -7.007 -0.718
O -20.414 -8.169 -1.451
H -17.839 -8.254 0.587
H -18.603 -7.008 -0.454
H -17.444 -8.154 -1.125
H -19.148 -9.693 -1.438
H -19.496 -9.339 1.358
H -20.584 -10.324 0.468
C -26.199 -11.470 -10.262
C -26.727 -10.083 -10.320
C -27.181 -9.437 -8.977
O -26.162 -8.486 -8.645
C -25.271 -8.426 -9.657
O -24.286 -7.719 -9.574
O -25.670 -9.176 -10.723
H -25.985 -11.851 -11.243
H -27.133 -12.112 -10.004
H -25.342 -11.549 -9.587
H -27.496 -9.966 -11.082
H -27.357 -10.195 -8.231
H -28.130 -8.921 -9.118
C -26.499 -4.966 -7.546
C -25.295 -4.844 -6.575
C -24.874 -6.040 -5.815
O -23.378 -5.955 -5.800
C -22.983 -5.195 -6.817
O -21.874 -5.134 -7.266
O -24.059 -4.548 -7.390
H -27.368 -5.273 -6.959
H -26.217 -5.582 -8.439
H -26.672 -3.892 -7.756
H -25.352 -3.977 -5.892
H -25.167 -6.972 -6.362
H -25.236 -6.213 -4.797
C -18.634 -13.125 -6.773
C -20.004 -12.845 -6.185
C -20.963 -13.038 -7.345
O -22.053 -13.884 -6.875
C -21.679 -14.320 -5.660
O -22.318 -15.104 -4.973
O -20.494 -13.820 -5.305
H -17.751 -12.913 -6.092
H -18.559 -12.574 -7.727
H -18.651 -14.212 -7.054
H -20.128 -11.874 -5.652
H -20.520 -13.548 -8.200
H -21.440 -12.145 -7.663
C -26.201 -13.969 -7.793
C -27.127 -12.954 -7.299
N -28.004 -12.311 -6.930
H -25.312 -13.617 -8.231
H -26.858 -14.456 -8.601
H -25.908 -14.598 -6.910
C -21.681 -14.088 -1.876
C -21.704 -13.344 -0.658
N -21.813 -12.726 0.292
H -22.411 -14.910 -1.826
H -20.716 -14.504 -2.053
H -21.852 -13.467 -2.773
C -24.856 -9.176 -0.397
C -25.957 -8.483 -0.996
N -26.913 -7.988 -1.390
H -25.032 -10.260 -0.457
H -24.789 -8.929 0.704
H -23.898 -8.984 -0.929
C -27.773 -10.172 -3.859
C -27.609 -8.869 -4.469
N -27.500 -7.837 -4.973
H -28.466 -10.689 -4.531
H -28.094 -10.065 -2.827
H -26.808 -10.703 -3.893
C -20.596 -5.997 -4.292
C -19.386 -6.770 -4.476
N -18.532 -7.458 -4.774
H -21.401 -6.700 -4.373
H -20.669 -5.324 -5.136
H -20.683 -5.424 -3.364
N -19.604 -10.096 -8.615
C -20.364 -9.463 -7.650
C -20.918 -8.168 -7.778
C -20.781 -7.523 -8.974
C -20.125 -8.239 -10.052
C -19.557 -9.482 -9.797
H -20.235 -9.927 -6.654
H -21.336 -7.686 -6.924
H -21.031 -6.563 -9.177
H -20.027 -7.792 -11.030
H -19.118 -10.066 -10.561
N -22.457 -11.410 -5.205
C -23.642 -11.061 -5.724
C -24.357 -9.901 -5.353
C -23.838 -9.149 -4.286
C -22.560 -9.459 -3.820
C -21.918 -10.574 -4.347
H -24.053 -11.740 -6.439
H -25.244 -9.596 -5.911
H -24.406 -8.258 -4.021
H -22.220 -8.788 -3.096
H -20.874 -10.791 -3.996
N -25.374 -12.094 -2.146
C -26.341 -12.817 -1.448
C -26.655 -14.144 -1.575
C -25.875 -14.905 -2.453
C -24.895 -14.278 -3.154
C -24.682 -12.845 -2.992
H -27.060 -12.224 -0.886
H -27.448 -14.516 -0.986
H -25.986 -15.970 -2.527
H -24.272 -14.746 -3.916
H -23.909 -12.390 -3.604
*
```